Record 1
A structure of composition C29H31N2O5PSSe2V, computed with wB97M-V/def2-TZVPD.

Calculated values
HOMO (alpha / beta): -14.3 / -14.4 eV
spin multiplicity: 2
frontier orbital gap (alpha / beta): 6.64 / 7.34 eV
charge: +2

```
72
Properties=species:S:1:pos:R:3:forces:R:3
V -0.251 -0.467 -0.767 0.54 0.16 -0.25
C -1.594 -4.050 0.802 0.02 -0.07 0.05
C -2.265 -3.009 -0.040 -0.02 0.08 -0.02
C -3.454 -2.411 0.367 0.03 0.01 0.02
C -4.156 -1.563 -0.480 0.00 0.00 -0.08
C -3.679 -1.280 -1.753 0.01 -0.04 0.02
C -2.474 -1.835 -2.163 -0.07 0.05 -0.04
C -1.759 -2.679 -1.309 -0.03 0.12 0.06
H -1.672 -3.824 1.866 -0.01 -0.01 -0.01
H -0.542 -4.166 0.541 -0.01 -0.01 0.00
H -2.083 -5.013 0.640 0.01 -0.01 0.00
H -3.861 -2.648 1.342 0.01 -0.02 0.00
H -5.106 -1.158 -0.153 -0.01 0.01 -0.01
H -4.255 -0.662 -2.429 0.00 0.00 -0.01
H -2.107 -1.664 -3.167 -0.03 -0.01 0.00
H -0.871 -3.182 -1.673 -0.02 -0.06 0.02
C -1.888 1.734 -3.741 -0.04 0.00 0.00
C -0.658 0.914 -3.858 0.03 0.12 0.01
N -0.122 0.146 -2.921 -0.37 0.16 0.14
C 0.962 -0.461 -3.494 0.45 -0.02 -0.38
C 1.114 -0.045 -4.781 -0.13 -0.08 0.04
N 0.078 0.824 -4.986 0.06 -0.17 0.06
C 2.071 -0.328 -5.893 0.27 0.25 0.15
O 3.094 -1.119 -5.624 -0.04 -0.04 -0.13
O 1.898 0.218 -6.945 -0.10 -0.09 -0.06
C 1.703 -1.402 -2.664 -0.49 0.09 0.87
O 2.716 -1.989 -2.880 0.06 0.02 -0.34
O 1.016 -1.518 -1.480 0.09 -0.14 0.06
H -2.320 1.576 -2.758 -0.04 -0.01 -0.02
H -2.623 1.431 -4.487 0.02 0.03 -0.03
H -1.673 2.794 -3.883 0.00 0.00 0.00
H -0.077 1.278 -5.878 -0.02 0.03 -0.02
H 3.109 -1.458 -4.710 -0.04 -0.05 0.05
Se 1.371 1.327 -0.174 -0.19 -0.07 -0.14
P 1.748 0.075 1.593 0.23 -0.22 0.08
Se 0.005 -1.267 1.535 0.02 0.10 -0.04
C 1.779 1.048 3.096 0.06 0.03 -0.05
C 1.917 2.432 3.069 -0.03 0.05 -0.07
C 2.015 3.134 4.262 0.00 -0.02 0.04
C 1.967 2.455 5.471 0.00 0.00 -0.03
C 1.827 1.072 5.496 0.01 0.06 0.04
C 1.739 0.364 4.312 0.01 -0.10 -0.01
C 3.287 -0.832 1.415 -0.03 0.09 0.13
C 3.320 -2.183 1.083 -0.17 0.00 -0.08
C 4.541 -2.821 0.934 -0.01 0.00 0.00
C 5.721 -2.114 1.111 0.02 0.00 0.00
C 5.689 -0.764 1.442 0.01 -0.02 -0.01
C 4.476 -0.121 1.598 -0.04 0.12 0.06
H 1.956 2.968 2.128 0.01 -0.03 -0.01
H 2.137 4.208 4.244 -0.01 0.00 0.01
H 2.046 3.004 6.400 0.00 0.00 0.00
H 1.795 0.547 6.441 0.00 -0.01 0.00
H 1.647 -0.717 4.341 0.00 0.00 -0.03
H 2.400 -2.734 0.935 0.01 0.00 0.01
H 4.570 -3.872 0.679 0.00 0.00 0.00
H 6.672 -2.615 0.995 0.00 0.00 0.00
H 6.611 -0.218 1.585 0.00 0.01 0.00
H 4.460 0.929 1.871 -0.02 -0.01 0.00
O -1.681 0.737 -0.512 -0.03 -0.18 -0.18
S -1.898 2.237 -0.120 0.02 -0.23 0.06
C -3.687 2.421 -0.313 -0.03 0.12 0.12
C -4.124 3.152 0.954 0.01 0.01 -0.06
C -3.424 2.431 2.104 0.03 -0.02 0.04
C -1.959 2.247 1.697 0.01 0.02 -0.03
H -4.078 1.403 -0.345 0.02 -0.03 -0.04
H -3.896 2.939 -1.246 0.01 0.02 0.02
H -5.210 3.128 1.040 0.00 -0.01 0.02
H -3.827 4.203 0.913 0.00 0.00 0.01
H -3.882 1.456 2.275 -0.02 0.01 -0.02
H -3.488 2.994 3.033 0.00 -0.02 0.01
H -1.509 1.302 2.005 0.01 0.02 0.04
H -1.305 3.060 2.013 -0.04 0.04 -0.02
```
Forces are in eV/Å.

***

Record 2
A cluster of 2 separate species, C29H31NO4 in total, computed with wB97M-V/def2-TZVPD.

Calculated values
HOMO: -5.7 eV
frontier orbital gap: 4.20 eV

```
65
Properties=species:S:1:pos:R:3:forces:R:3
C 0.318 -0.430 7.463 0.64 -0.13 -0.25
O 1.681 -0.558 6.990 -0.70 0.09 -0.12
C 2.014 0.159 5.882 -0.05 0.64 -0.52
C 3.360 0.101 5.438 -0.81 -0.02 0.49
C 3.770 0.900 4.397 -0.25 0.22 -0.45
C 2.868 1.751 3.709 -0.63 -0.19 0.80
C 3.293 2.438 2.515 1.12 -0.44 -0.03
C 2.381 2.759 1.505 0.01 0.59 -1.11
C 2.743 3.270 0.256 0.42 -0.67 1.27
C 1.860 3.948 -0.640 -1.04 0.29 -0.96
C 2.283 4.352 -1.945 -0.18 -0.29 0.88
C 1.453 5.064 -2.779 -1.03 0.48 0.05
C 0.136 5.390 -2.362 0.16 -0.30 0.71
O -0.604 6.156 -3.206 -0.40 0.01 0.29
C -1.941 6.553 -2.814 0.66 -0.28 -0.18
C -0.330 4.945 -1.097 0.04 0.43 -0.76
C 0.527 4.258 -0.257 0.69 -0.12 -0.27
C 1.527 1.814 4.177 0.63 -0.23 -0.37
C 1.089 0.990 5.202 0.34 -0.44 0.65
H 0.279 -1.049 8.358 -0.07 0.09 -0.11
H 0.077 0.614 7.711 0.15 -0.27 -0.06
H -0.396 -0.803 6.713 0.22 0.06 0.23
H 4.044 -0.586 5.929 -0.10 0.19 0.01
H 4.802 0.861 4.052 -0.18 -0.04 0.06
H 4.357 2.379 2.275 -0.38 -0.22 -0.06
H 1.321 2.553 1.695 0.39 0.52 0.03
H 3.778 3.128 -0.078 -0.28 0.33 0.28
H 3.284 4.096 -2.285 -0.11 0.07 0.14
H 1.774 5.433 -3.752 -0.01 -0.20 0.22
H -2.280 7.167 -3.649 -0.08 -0.11 0.22
H -2.590 5.672 -2.696 0.17 0.25 -0.04
H -1.938 7.146 -1.886 0.10 -0.19 -0.27
H -1.347 5.174 -0.769 0.43 -0.09 -0.13
H 0.175 3.963 0.730 0.06 0.13 -0.25
H 0.812 2.498 3.716 0.24 -0.26 0.08
H 0.034 0.974 5.495 0.54 0.25 -0.13
C 8.445 4.067 6.536 0.10 -0.13 0.24
C 8.071 3.845 5.089 -0.54 -0.22 -0.08
O 6.621 4.015 4.948 0.77 -0.05 -0.44
C 6.068 3.589 3.790 -0.97 -0.67 -0.96
C 4.855 4.410 3.379 0.12 -1.32 -0.09
C 4.823 4.984 2.017 0.17 0.16 -0.24
N 4.225 4.907 4.406 -0.57 2.12 1.91
C 3.285 5.804 4.506 -0.05 -1.06 -1.23
C 3.114 6.616 5.695 -0.23 0.08 0.76
C 2.102 7.604 5.771 0.57 -0.46 -0.02
C 2.009 8.428 6.890 0.16 -0.23 0.09
C 2.904 8.264 7.959 0.07 -0.04 -0.22
C 3.912 7.289 7.893 -0.36 -0.15 -0.42
C 3.999 6.448 6.779 -0.18 0.46 0.23
O 6.433 2.626 3.125 0.49 1.01 0.71
H 9.538 4.097 6.606 -0.13 -0.04 0.02
H 8.065 5.007 6.950 -0.03 -0.12 -0.28
H 8.090 3.249 7.169 0.00 0.11 -0.10
H 8.565 4.594 4.455 -0.22 -0.20 0.00
H 8.347 2.838 4.751 -0.05 0.29 0.05
H 5.315 4.293 1.326 -0.05 0.24 -0.03
H 3.788 5.140 1.700 0.04 0.01 -0.19
H 5.337 5.961 1.994 -0.10 -0.22 -0.07
H 2.578 5.965 3.671 0.26 0.24 0.14
H 1.408 7.688 4.933 0.15 0.14 0.24
H 1.236 9.197 6.926 0.20 -0.22 0.08
H 2.812 8.897 8.845 0.08 -0.15 -0.31
H 4.629 7.176 8.706 -0.26 0.02 -0.12
H 4.742 5.651 6.717 -0.12 0.31 -0.01
```
Forces are in eV/Å.

***

Table of energy above the lowest of the compared OMol25 structures with the same formula, charge and spin (eV), in record order: 0.0000 2.8603
Table of maximum force (eV/Å), in record order: 1.0 2.9